No. 1
ORCA calculation (ωB97M-V/def2-TZVPD) on a 2-piece molecular cluster, C22H36Cl2N4O3 overall.

The geometry in XYZ format:
```
67
C22H36Cl2N4O3 ωB97M-V/def2-TZVPD
C -3.993 -1.514 -0.965
N -3.462 -2.819 -1.454
C -2.042 -2.718 -1.820
O -1.386 -3.995 -1.537
C -0.395 -4.229 -2.502
O -0.443 -5.185 -3.205
C 0.708 -3.121 -2.581
C 0.939 -2.415 -3.840
C 1.961 -1.357 -3.831
N 2.683 -1.028 -2.707
C 3.699 0.095 -2.715
N 3.737 0.801 -3.980
C 4.980 0.564 -4.769
C 2.511 -1.710 -1.503
C 3.285 -1.377 -0.224
Cl 2.881 0.204 0.566
C 4.214 -2.176 0.378
C 4.600 -3.568 -0.224
Cl 4.964 -1.613 1.887
C 1.516 -2.778 -1.410
H -3.939 -1.444 0.160
H -5.065 -1.408 -1.299
H -3.403 -0.699 -1.456
H -3.568 -3.470 -0.671
H -1.935 -2.483 -2.917
H -1.543 -1.860 -1.265
H 0.361 -2.624 -4.773
H 2.109 -0.827 -4.806
H 3.321 0.832 -1.945
H 4.690 -0.265 -2.340
H 3.510 1.787 -3.885
H 5.429 1.558 -5.040
H 5.701 -0.107 -4.238
H 4.673 0.046 -5.726
H 5.225 -4.119 0.534
H 3.684 -4.187 -0.381
H 5.218 -3.411 -1.143
H 1.354 -3.345 -0.460
C -0.045 3.137 3.116
C -1.017 2.824 1.955
C -2.121 3.892 1.912
C -3.127 3.754 3.051
C -3.708 2.344 3.092
C -2.643 1.233 3.107
N -1.563 1.441 2.096
O -2.042 1.073 0.910
C -2.018 1.122 4.516
C -3.368 -0.117 2.926
C -0.139 2.976 0.698
H 0.583 3.998 2.876
H -0.544 3.401 4.045
H 0.624 2.295 3.309
H -2.662 3.830 0.961
H -1.677 4.891 1.943
H -2.663 4.004 4.010
H -3.935 4.476 2.910
H -4.357 2.250 3.967
H -4.358 2.219 2.218
H -1.165 0.439 4.513
H -2.742 0.726 5.232
H -1.695 2.074 4.930
H -3.972 -0.148 2.017
H -4.054 -0.299 3.756
H -2.657 -0.948 2.896
H 0.668 2.238 0.692
H 0.321 3.966 0.663
H -0.706 2.873 -0.229
```

The HOMO energy (spin up / spin down) comes out at -10.78 / -11.38 eV. The gap between HOMO and LUMO (spin up / spin down) comes out at 6.18 / 6.78 eV. The expectation value of S² is 0.7543. The calculation puts the LUMO energy (spin up / spin down) at -0.1691 / -0.1691 Eh. Its total charge is +1. As for the spin multiplicity: 2.


No. 2
ORCA calculation (ωB97M-V/def2-TZVPD) on C22H36ClN4O2SSiSr as an isolated structure.

The geometry in XYZ format:
```
68
C22H36ClN4O2SSiSr ωB97M-V/def2-TZVPD
Sr 0.817 -1.017 -1.796
N -7.694 1.066 0.834
C -6.632 0.961 -0.086
C -6.426 -0.217 -0.800
C -5.350 -0.343 -1.662
C -4.466 0.710 -1.840
C -4.661 1.886 -1.130
C -5.731 2.007 -0.257
S -1.917 0.527 -2.009
O -3.429 0.569 -2.742
O -1.873 -0.846 -1.418
N -0.904 0.581 -3.206
C -0.860 -0.328 -4.246
N 0.369 -0.829 -4.452
C 0.517 -1.767 -5.388
C -0.543 -2.179 -6.167
C -1.764 -1.574 -5.902
N -1.948 -0.665 -4.957
H -8.488 0.492 0.592
H -7.988 2.018 0.994
H -7.108 -1.049 -0.666
H -5.172 -1.260 -2.208
H -3.971 2.709 -1.263
H -5.868 2.927 0.300
H 1.507 -2.197 -5.472
H -0.433 -2.942 -6.924
H -2.649 -1.841 -6.473
Cl 2.523 -2.872 -2.865
C 0.148 2.051 1.565
C 0.554 0.720 2.211
C -0.733 -0.124 2.226
C 0.946 1.015 3.664
Si 1.899 -0.173 1.066
C 3.312 1.161 0.667
C 2.844 2.043 -0.503
C 3.748 2.090 1.806
C 4.564 0.442 0.147
C 2.726 -1.623 2.119
C 3.471 -2.580 1.174
C 3.694 -1.212 3.234
C 1.619 -2.468 2.763
H -0.723 2.465 2.092
H -0.142 1.920 0.517
H 0.940 2.799 1.608
H -1.517 0.409 2.782
H -0.600 -1.095 2.699
H -1.109 -0.298 1.214
H 0.140 1.571 4.165
H 1.854 1.616 3.736
H 1.106 0.101 4.238
H 1.923 2.585 -0.300
H 2.684 1.449 -1.411
H 3.619 2.781 -0.753
H 2.943 2.748 2.133
H 4.576 2.734 1.473
H 4.096 1.534 2.677
H 4.327 -0.281 -0.639
H 5.097 -0.089 0.936
H 5.262 1.175 -0.280
H 4.335 -2.124 0.695
H 2.826 -2.955 0.376
H 3.832 -3.450 1.742
H 4.585 -0.719 2.843
H 4.035 -2.103 3.782
H 3.233 -0.539 3.958
H 0.866 -2.774 2.030
H 1.110 -1.945 3.572
H 2.054 -3.383 3.188
```

The value obtained for the energy above the lowest of the compared OMol25 structures with the same formula, charge and spin is 0.0 kcal/mol. The HOMO energy comes out at -3.74 eV. The gap between HOMO and LUMO comes out at 6.36 eV. The calculation puts the LUMO energy at 0.0961 Eh. Its total charge is -1.


No. 3
ORCA calculation (ωB97M-V/def2-TZVPD) on a 7-piece molecular cluster, C22H36F6N4O7 overall.

The geometry in XYZ format:
```
75
C22H36F6N4O7 ωB97M-V/def2-TZVPD
C -5.097 -1.721 1.256
C -3.651 -1.916 1.408
N -2.515 -2.044 1.504
H -5.444 -2.247 0.375
H -5.239 -0.641 1.156
H -5.626 -2.028 2.152
C 4.146 -1.186 2.750
C 5.318 -0.558 3.353
N 6.235 -0.068 3.820
H 3.590 -1.769 3.475
H 4.441 -1.812 1.912
H 3.532 -0.386 2.336
C 0.136 -1.300 -0.804
C 1.159 -1.931 0.013
N 2.000 -2.391 0.634
H -0.829 -1.266 -0.310
H 0.043 -1.813 -1.760
H 0.475 -0.294 -1.060
C -0.301 -0.687 3.916
C 0.524 -0.092 2.860
N 1.093 0.368 1.986
H 0.256 -1.432 4.478
H -1.115 -1.188 3.394
H -0.583 0.127 4.579
C -1.533 2.071 1.948
O -1.399 3.132 1.030
C -1.765 2.755 -0.278
C -1.711 3.937 -1.208
O -0.373 4.316 -1.364
C -0.177 5.633 -1.790
C -0.275 5.798 -3.283
O -1.591 5.550 -3.711
C -1.693 5.442 -5.119
H -0.802 1.275 1.748
H -2.551 1.655 1.909
H -1.336 2.471 2.940
H -2.776 2.328 -0.271
H -1.070 1.984 -0.656
H -2.322 4.757 -0.819
H -2.142 3.609 -2.164
H 0.846 5.917 -1.511
H -0.806 6.337 -1.229
H 0.418 5.089 -3.759
H 0.039 6.826 -3.529
H -1.522 6.405 -5.611
H -2.701 5.101 -5.347
H -0.987 4.688 -5.489
C 0.832 -4.169 3.380
C 2.238 -4.645 3.105
O 2.426 -6.017 3.506
C 1.871 -6.933 2.757
O 1.250 -6.769 1.756
C 2.123 -8.353 3.305
F 0.977 -9.026 3.370
F 2.947 -9.018 2.476
F 2.678 -8.359 4.519
H 0.599 -3.212 2.925
H 0.615 -4.142 4.454
H 0.106 -4.882 2.982
H 2.979 -4.103 3.684
H 2.462 -4.528 2.044
C 1.733 2.055 -2.584
C 1.475 1.282 -3.858
O 0.284 0.445 -3.769
C -0.845 1.002 -4.130
O -0.996 2.067 -4.650
C -2.034 0.026 -3.951
F -2.536 -0.284 -5.158
F -1.689 -1.102 -3.332
F -3.000 0.598 -3.239
H 2.291 2.976 -2.762
H 2.411 1.514 -1.912
H 0.849 2.289 -2.002
H 2.274 0.569 -4.042
H 1.364 1.921 -4.732
```

The SMILES is CCOC(=O)C(F)(F)F.CCOC(=O)C(F)(F)F.COCCOCCOC.CC#N.CC#N.CC#N.CC#N. The value obtained for the energy above the lowest of the compared OMol25 structures with the same formula, charge and spin is 0.0 kcal/mol. The HOMO energy comes out at -9.59 eV. The gap between HOMO and LUMO comes out at 9.73 eV. The calculation puts the LUMO energy at 0.0053 Eh. Its total charge is 0.


No. 4
ORCA calculation (ωB97M-V/def2-TZVPD) on the molecule C22H36N4O2.

The geometry in XYZ format:
```
64
C22H36N4O2 ωB97M-V/def2-TZVPD
N 3.346 4.067 0.393
C 2.052 3.806 0.106
O 1.376 4.532 -0.588
C 1.575 2.471 0.713
N 1.950 2.524 2.130
C 1.759 1.334 2.942
H 1.886 0.433 2.347
C 2.803 1.355 4.071
C 3.164 2.802 4.419
C 1.919 3.672 4.301
C 1.406 3.668 2.851
H 1.719 4.580 2.339
H 0.304 3.658 2.861
H 1.153 3.279 4.972
H 2.135 4.694 4.612
H 3.923 3.170 3.727
H 3.574 2.857 5.428
H 2.395 0.848 4.946
H 3.701 0.819 3.761
H 0.744 1.308 3.371
C 2.351 1.354 -0.013
H 3.424 1.518 0.077
H 2.115 0.382 0.421
C 1.942 1.281 -1.485
N 0.523 1.006 -1.599
C 0.161 -0.327 -1.549
O 0.997 -1.213 -1.513
N -1.184 -0.563 -1.581
H -1.768 0.183 -1.921
C -1.758 -1.900 -1.725
C -1.280 -2.583 -3.012
C -1.929 -3.960 -3.129
C -3.449 -3.809 -3.174
C -3.928 -3.132 -1.891
C -3.280 -1.753 -1.769
H -3.627 -1.256 -0.859
H -3.567 -1.134 -2.624
C -3.539 -3.987 -0.686
C -2.019 -4.137 -0.644
C -1.371 -2.760 -0.519
H -1.702 -2.265 0.398
H -0.286 -2.851 -0.485
C -1.534 -4.813 -1.925
H -1.976 -5.809 -2.012
H -0.449 -4.927 -1.893
H -1.737 -4.747 0.222
H -3.894 -3.518 0.234
H -4.009 -4.970 -0.763
H -5.018 -3.016 -1.922
H -3.919 -4.791 -3.271
H -3.739 -3.212 -4.042
H -1.583 -4.444 -4.049
H -1.544 -1.965 -3.874
H -0.194 -2.675 -2.979
C -0.259 2.076 -1.020
H -1.327 1.887 -1.128
H -0.018 2.997 -1.557
C 0.066 2.266 0.467
H -0.487 3.135 0.828
H -0.259 1.382 1.022
H 2.483 0.472 -1.977
H 2.147 2.224 -1.998
H 3.741 4.947 0.105
H 3.800 3.533 1.114
```

The SMILES is NC(=O)C1(N2CCCCC2)CCN(C(=O)N[C@]23C[C@H]4C[C@H](C[C@H](C4)C2)C3)CC1. The HOMO energy comes out at -8.65 eV. The gap between HOMO and LUMO comes out at 9.38 eV. The calculation puts the LUMO energy at 0.0266 Eh. Its total charge is 0.


No. 5
ORCA calculation (ωB97M-V/def2-TZVPD) on C22H36O3P2Pb as an isolated structure.

The geometry in XYZ format:
```
64
C22H36O3P2Pb ωB97M-V/def2-TZVPD
P -0.133 -2.409 -3.540
P 0.009 1.728 -3.395
C -0.563 -0.937 -4.541
C 0.329 0.346 -4.544
H -1.623 -0.677 -4.366
H -0.529 -1.333 -5.575
H 1.406 0.101 -4.551
H 0.166 0.828 -5.525
C -1.445 2.610 -4.067
H -1.765 3.394 -3.366
H -2.286 1.923 -4.233
H -1.178 3.083 -5.020
C 1.323 2.960 -3.644
H 1.037 3.634 -4.462
H 2.271 2.467 -3.906
H 1.472 3.561 -2.736
C -1.389 -3.674 -3.825
H -1.438 -4.350 -2.961
H -1.118 -4.260 -4.716
H -2.370 -3.208 -3.980
C 1.407 -3.068 -4.240
H 2.183 -2.292 -4.317
H 1.202 -3.460 -5.248
H 1.790 -3.885 -3.615
Pb -0.968 -0.629 2.824
C 0.623 1.475 -1.429
C -0.751 1.191 -1.833
C -1.558 -0.122 -1.636
C -0.985 -1.361 -0.956
C 0.036 -2.261 -1.760
C 1.404 -1.921 -1.394
C 2.014 -0.684 -1.819
C 1.680 0.556 -0.929
C 0.105 -2.274 3.762
H 0.780 2.495 -1.050
H -1.424 2.008 -1.550
H -2.015 -0.408 -2.587
H -2.425 0.171 -1.019
H -0.520 -1.087 0.004
H -1.841 -2.000 -0.676
H -0.152 -3.292 -1.400
H 1.943 -2.592 -0.730
H 1.682 -0.454 -2.851
H 3.115 -0.824 -1.861
H 1.456 0.217 0.102
H 2.608 1.148 -0.845
H 1.042 -1.898 4.190
H 0.291 -2.990 2.946
H -0.553 -2.705 4.528
O 1.628 2.284 6.024
C 0.628 2.100 6.904
C 0.742 2.687 8.177
C -0.260 2.481 9.121
C -1.363 1.666 8.824
C -1.488 1.091 7.559
C -0.517 1.309 6.584
C -0.646 0.699 5.250
O -1.683 -0.008 4.970
O 0.290 0.860 4.370
H 1.335 1.806 5.190
H 1.621 3.293 8.387
H -0.165 2.946 10.101
H -2.133 1.491 9.579
H -2.334 0.455 7.304
```

The value obtained for the energy above the lowest of the compared OMol25 structures with the same formula, charge and spin is 0.1 kcal/mol. The HOMO energy (spin up / spin down) comes out at -11.32 / -11.32 eV. The gap between HOMO and LUMO (spin up / spin down) comes out at 4.93 / 3.89 eV. The calculation puts the LUMO energy (spin up / spin down) at -0.2346 / -0.2729 Eh. Its total charge is +2.


No. 6
ORCA calculation (ωB97M-V/def2-TZVPD) on a 14-piece molecular cluster, C22H37Cl26F3N3S overall.

The geometry in XYZ format:
```
92
C22H37Cl26F3N3S ωB97M-V/def2-TZVPD
N -4.966 1.322 -3.380
C -3.957 1.552 -2.652
C -2.765 0.540 -2.639
C -3.109 -0.513 -1.579
C -3.466 -1.801 -1.852
N -3.717 -2.330 -0.574
C -3.519 -1.402 0.348
S -3.825 -1.844 2.047
N -3.132 -0.254 -0.212
C -2.828 0.972 0.520
C -1.292 1.288 0.413
C -0.512 0.897 1.646
F 0.096 1.922 2.318
C -0.349 -0.368 2.127
F -0.879 -0.779 3.281
F 0.334 -1.323 1.515
H -4.812 0.450 -3.894
H -3.905 2.426 -1.988
H -1.797 1.027 -2.449
H -2.698 0.015 -3.604
H -3.555 -2.295 -2.814
H -4.003 -3.274 -0.348
H -5.077 -2.381 1.962
H -3.131 0.922 1.576
H -3.354 1.841 0.094
H -1.175 2.371 0.249
H -0.890 0.776 -0.479
C 3.328 0.328 1.827
Cl 3.342 -0.491 0.257
Cl 4.771 1.310 2.065
H 2.455 0.971 1.877
H 3.283 -0.421 2.612
C -0.208 -4.415 1.120
Cl -1.158 -3.915 -0.296
Cl 0.861 -5.760 0.730
H 0.389 -3.577 1.452
H -0.890 -4.723 1.906
C 0.301 -3.529 -3.754
Cl -0.627 -4.826 -4.512
Cl -0.720 -2.115 -3.426
H 0.707 -3.890 -2.814
H 1.109 -3.230 -4.423
C 5.615 1.015 5.955
Cl 4.299 0.113 5.192
Cl 5.964 0.401 7.574
H 6.506 0.919 5.343
H 5.327 2.058 6.029
C 0.273 5.421 2.499
Cl 1.339 6.715 1.958
Cl -0.767 4.842 1.187
H 0.880 4.592 2.848
H -0.351 5.790 3.305
C 6.619 4.570 1.952
Cl 7.570 3.692 3.158
Cl 5.000 4.944 2.553
H 7.126 5.498 1.712
H 6.528 3.955 1.063
C -7.954 2.982 -4.057
Cl -8.906 1.502 -3.897
Cl -8.723 4.342 -3.227
H -6.975 2.813 -3.623
H -7.857 3.224 -5.110
C -2.985 -3.892 5.655
Cl -3.020 -5.603 5.223
Cl -4.499 -3.082 5.222
H -2.835 -3.801 6.726
H -2.168 -3.413 5.124
C 4.186 -2.784 -6.276
Cl 3.139 -2.734 -4.844
Cl 3.419 -1.997 -7.658
H 5.115 -2.272 -6.050
H 4.387 -3.820 -6.526
C 1.481 -5.296 -7.841
Cl 2.740 -6.517 -7.610
Cl 0.594 -5.552 -9.347
H 0.785 -5.350 -7.011
H 1.950 -4.320 -7.873
C 6.226 -4.105 -3.089
Cl 6.239 -4.919 -4.660
Cl 7.637 -3.064 -2.886
H 5.329 -3.498 -3.019
H 6.228 -4.857 -2.307
C -7.751 8.131 -2.589
Cl -8.707 8.904 -1.320
Cl -6.113 8.792 -2.660
H -7.691 7.068 -2.383
H -8.238 8.296 -3.544
C 5.726 1.801 10.839
Cl 6.684 0.937 12.046
Cl 4.109 2.183 11.446
H 6.232 2.727 10.587
H 5.628 1.178 9.957
```

The HOMO energy comes out at -11.89 eV. The gap between HOMO and LUMO comes out at 8.20 eV. The calculation puts the LUMO energy at -0.1355 Eh. Its total charge is +1.


No. 7
ORCA calculation (ωB97M-V/def2-TZVPD) on C22H37ClCuP2 as an isolated structure.

The geometry in XYZ format:
```
63
C22H37ClCuP2 ωB97M-V/def2-TZVPD
P 0.262 -1.802 -2.749
P 0.351 1.581 -1.308
C 0.532 -0.196 -3.487
C 1.335 0.845 -2.712
H -0.470 0.179 -3.753
H 1.035 -0.379 -4.449
H 2.272 0.440 -2.297
H 1.587 1.651 -3.426
C -0.232 3.042 -2.357
H -0.515 3.890 -1.713
H -1.098 2.789 -2.996
H 0.580 3.378 -3.023
C 1.493 2.319 -0.158
H 1.952 3.194 -0.620
H 2.261 1.577 0.100
H 0.939 2.597 0.738
C -0.794 -2.450 -4.094
H -1.177 -3.462 -3.916
H -0.288 -2.407 -5.067
H -1.657 -1.773 -4.169
C 1.814 -2.736 -2.769
H 2.681 -2.072 -2.658
H 1.920 -3.272 -3.719
H 1.879 -3.471 -1.955
Cu 1.999 0.637 2.218
C -1.938 0.637 -1.443
C -2.701 -0.024 -2.357
C -3.824 -0.845 -1.828
C -3.388 -2.265 -1.276
C -2.057 -2.713 -1.559
C -0.749 -2.125 -1.273
C -0.627 -1.033 -0.090
C -1.742 0.008 -0.051
C 2.800 -1.066 2.587
H -2.152 1.726 -1.461
H -2.587 0.211 -3.414
H -4.539 -0.913 -2.653
H -4.284 -0.295 -0.989
H -3.545 -2.238 -0.186
H -4.082 -2.993 -1.749
H -1.979 -3.725 -1.935
H -0.151 -2.947 -0.834
H 0.358 -0.534 -0.108
H -0.608 -1.536 0.880
H -2.689 -0.431 0.301
H -1.528 0.782 0.711
H 3.888 -0.910 2.630
H 2.435 -1.717 1.769
H 2.395 -1.381 3.561
Cl -0.808 0.871 3.009
C 0.138 1.212 4.407
C -0.296 0.671 5.607
C 0.496 0.799 6.762
C 1.697 1.529 6.693
C 2.107 2.142 5.505
C 1.345 1.954 4.313
C 1.814 2.431 3.029
H -1.255 0.165 5.630
H 0.153 0.346 7.710
H 2.304 1.622 7.602
H 3.037 2.730 5.467
H 2.830 2.848 2.983
H 1.072 2.909 2.383
```

The value obtained for the energy above the lowest of the compared OMol25 structures with the same formula, charge and spin is 120.9 kcal/mol. The HOMO energy (spin up / spin down) comes out at -5.08 / -5.08 eV. The gap between HOMO and LUMO (spin up / spin down) comes out at 4.76 / 4.18 eV. The expectation value of S² is 0.7541. The calculation puts the LUMO energy (spin up / spin down) at -0.0116 / -0.0330 Eh. Its total charge is 0. As for the spin multiplicity: 2.


- Among the records above, which one has the highest total charge?
  C22H36O3P2Pb